#one
DFT (the ωB97M-V functional and the def2-TZVPD basis) results for 2 unconnected molecules or ions with the total composition C3H8N2O.

The gap between HOMO and LUMO (spin up / spin down) is 8.4 / 8.4 eV. The calculation puts the LUMO energy (spin up / spin down) at 0.2 / 0.2 eV. As for the multiplicity: 1.

Geometry (Å):
C 1.74357 -0.60412 -1.64490
C -1.32896 -0.69045 0.31406
C 0.96572 0.06862 1.04907
N 0.48513 -0.36556 -1.23345
N 0.09318 -0.40235 -0.01364
O 2.59742 -1.23086 -1.01887
H 1.97622 -0.21104 -2.64201
H -1.90023 -1.18590 -0.45814
H -1.20257 -1.33742 1.19455
H -1.87950 0.32652 0.52652
H 1.75509 -0.72851 1.12072
H 1.70316 0.96540 0.83992
H 0.32137 0.07155 1.85041
H 0.04379 0.79584 -2.24265

#two
DFT (the ωB97M-V functional and the def2-TZVPD basis) results for 2 unconnected molecules or ions with the total composition C3H8N2O.

The gap between HOMO and LUMO is 9.2 eV. The calculation puts the LUMO energy at 1.0 eV. As for the multiplicity: 1.

Geometry (Å):
C -1.53699 -0.22890 0.83202
C -2.07682 -0.01353 -0.37067
N -1.84681 1.11525 -1.13627
H -1.27300 0.57473 1.51248
H -1.52885 -1.19789 1.30456
H -2.69483 -0.78609 -0.80971
H -2.04755 1.02086 -2.11994
H -0.92909 1.52609 -1.06442
N 1.82486 -0.69671 0.77008
C 2.57897 -0.14098 -0.24279
O 2.53521 0.99215 -0.65070
H 2.41835 -1.28407 1.34512
H 1.24591 -0.02142 1.25190
H 3.33065 -0.85948 -0.62166

#three
DFT (the ωB97M-V functional and the def2-TZVPD basis) results for 2 unconnected molecules or ions with the total composition C3H8N2O.

The gap between HOMO and LUMO is 10.4 eV. The calculation puts the LUMO energy at 0.6 eV. As for the multiplicity: 1.

Geometry (Å):
C 0.52421 -2.22844 -0.86863
N -0.30020 -1.41305 -0.28173
C -0.83268 -0.33497 -1.14016
H 1.38041 -2.48559 -0.28173
H 0.51666 -2.31805 -1.96491
H -1.64976 0.10258 -0.51576
H -1.17277 -0.77849 -2.12460
H -0.04553 0.45044 -1.33776
N 0.32988 0.81651 1.64922
C 0.27434 2.07942 1.14248
O 0.22957 2.42339 -0.05068
H 0.34329 0.86263 2.73022
H 0.25689 -0.01162 1.05770
H 0.14570 2.83523 1.98634

It is #one that is the least stable of them.

#one
DFT (the ωB97M-V functional and the def2-TZVPD basis) results for 2 unconnected molecules or ions with the total composition C3H8N2O.

The gap between HOMO and LUMO is 9.4 eV. The calculation puts the LUMO energy at 0.7 eV. As for the multiplicity: 1.

Geometry (Å):
C -2.14869 0.39363 0.42882
C -1.20272 -0.42303 0.06372
C 0.10260 -0.09021 -0.49088
N 2.38527 -0.23647 0.57963
N 1.10509 -0.79611 0.42391
O 0.45822 1.25552 -0.61879
H -3.27975 0.03227 0.40165
H -1.91908 1.47278 0.41431
H -1.33778 -1.46461 -0.04479
H 0.03998 -0.88784 -1.80280
H 2.45837 0.43659 1.36539
H 2.63280 0.36875 -0.21387
H 1.06294 -1.80410 0.12482
H -0.35725 1.74283 -0.63114

#two
DFT (the ωB97M-V functional and the def2-TZVPD basis) results for C3H8N2O in the gas phase.

The gap between HOMO and LUMO is 10.0 eV. The calculation puts the LUMO energy at 0.8 eV. As for the multiplicity: 1.

Geometry (Å):
C -1.32545 -1.03965 0.37466
N -0.27346 -0.13487 -0.03865
C -0.61104 1.25939 -0.21188
C 1.00725 -0.60822 -0.12013
N 2.01502 0.30272 -0.36935
O 1.30763 -1.79138 -0.02826
H -0.92223 -2.05092 0.40788
H -1.71106 -0.77236 1.36711
H -2.15825 -1.00889 -0.33735
H 0.04262 1.71847 -0.95827
H -1.63901 1.33458 -0.58031
H -0.54792 1.83342 0.72471
H 2.85071 -0.27890 -0.25770
H 1.96519 1.23661 0.02755

#three
DFT (the ωB97M-V functional and the def2-TZVPD basis) results for C3H8N2O in the gas phase.

The gap between HOMO and LUMO is 10.3 eV. The calculation puts the LUMO energy at 1.0 eV. As for the multiplicity: 1.

Geometry (Å):
C -1.18448 0.90913 0.77775
C -1.11307 -0.53982 0.33957
O -0.98098 -0.87369 -0.98126
N 0.11310 -1.26006 0.13751
C 1.36971 -0.66765 -0.19027
N 1.47423 0.43555 -1.06207
H -0.58649 1.07418 1.67610
H -0.84871 1.58215 -0.01037
H -2.22577 1.15949 0.97870
H -1.81783 -1.17392 0.89055
H 2.04632 -1.47186 -0.49568
H 1.55946 -0.45718 0.90909
H 0.73385 1.11874 -0.93260
H 1.46065 0.16493 -2.03702

It is #one that is the least stable of them.